{
  "formula": "C3H4Ag5Br2O3",
  "method": "ωB97M-V/def2-TZVPD",
  "species": ["Ag", "Ag", "Ag", "Ag", "Ag", "C", "O", "O", "O", "Br", "C", "C", "Br", "H", "H", "H", "H"],
  "xyz": [[-1.09, -0.50, 1.33], [-3.26, 2.01, -0.44], [-1.25, 2.10, 1.30], [-2.84, -0.77, -0.95], [-1.52, 1.36, -2.64], [-0.94, 0.95, -0.59], [-0.21, 0.76, 0.41], [-1.20, -0.02, -1.28], [-1.52, 1.98, -0.73], [0.79, -1.54, 2.51], [1.91, -1.55, 0.93], [1.51, -0.54, -0.14], [3.03, -0.22, -1.36], [1.82, -2.56, 0.54], [2.89, -1.25, 1.30], [1.38, 0.41, 0.38], [0.52, -0.64, -0.57]],
  "mulliken_charge": [0.57, 0.92, 0.95, 0.80, 0.70, 2.08, -1.05, -1.06, -1.13, -0.02, -0.53, -0.44, -0.01, 0.44, 0.52, 0.20, 0.08],
  "largest_force_ev_per_a": 11.406,
  "homo_lumo_gap_ev": 4.12,
  "lumo_energy_ha": -0.53038,
  "e_above_lowest_ev": 11.640,
  "total_charge": 3
}

=====

{
  "formula": "C3H4AgNaO4",
  "method": "ωB97M-V/def2-TZVPD",
  "species": ["H", "C", "C", "O", "H", "H", "O", "H", "O", "C", "Ag", "Na", "O"],
  "xyz": [[-1.43, -0.21, 1.91], [-0.97, -1.06, 1.39], [-1.15, -2.42, 1.88], [-1.89, -1.91, 0.76], [-0.39, -3.16, 1.62], [-1.74, -2.61, 2.77], [0.15, -0.73, 0.66], [0.56, 0.21, 0.87], [0.08, 1.70, -2.41], [0.15, 1.72, -1.23], [1.23, 2.46, -4.60], [4.65, 3.99, -3.37], [0.72, 2.03, -0.25]],
  "mulliken_charge": [0.34, 0.23, -0.39, -0.39, 0.21, 0.22, -0.60, 0.37, -0.27, 0.72, 0.16, 0.80, -0.40],
  "largest_force_ev_per_a": 4.635,
  "homo_lumo_gap_ev": [5.68, 6.68],
  "s2": 0.751,
  "lumo_energy_ha": [-0.18065, -0.19637],
  "spin_multiplicity": 2,
  "e_above_lowest_ev": 0.644,
  "total_charge": 1
}